No. 1
{
  "formula": "C4H7N2O2",
  "method": "ωB97M-V/def2-TZVPD",
  "species": ["N", "C", "C", "N", "C", "O", "C", "O", "H", "H", "H", "H", "H", "H", "H"],
  "xyz": [[0.5212, -0.4309, -1.0406], [-0.4603, -0.6313, -0.0897], [-1.2826, 0.3232, 0.5894], [-0.9820, 1.5661, 0.9590], [0.8687, -0.5500, 1.1377], [1.3611, 0.5232, 1.3051], [1.6300, -1.8551, 1.0825], [1.1674, -2.9284, 1.0408], [0.3997, -1.1685, -1.7988], [1.1839, 0.2897, -1.0866], [-0.8798, -1.6667, -0.2211], [-2.3226, 0.0025, 0.8615], [-1.6029, 2.0564, 1.4931], [0.0298, 1.7594, 0.9053], [2.6555, -1.5723, 1.1667]],
  "lumo_energy_ev": -5.092,
  "homo_ev": -13.7,
  "charge": 1,
  "smiles": "N[C@H](C=[NH2+])C(=O)C=O",
  "largest_force_ev_per_a": 5.4,
  "homo_lumo_gap_ev": 8.6
}

---

No. 2
{
  "formula": "C30H30MnN6PSi",
  "method": "ωB97M-V/def2-TZVPD",
  "species": ["Mn", "C", "N", "C", "C", "N", "C", "P", "C", "N", "C", "C", "N", "C", "C", "N", "C", "C", "N", "C", "H", "H", "H", "H", "H", "H", "H", "H", "H", "H", "H", "H", "H", "H", "H", "C", "C", "C", "C", "C", "C", "Si", "C", "C", "C", "C", "C", "C", "C", "C", "C", "C", "C", "C", "H", "H", "H", "H", "H", "H", "H", "H", "H", "H", "H", "H", "H", "H", "H"],
  "xyz": [[-12.9190, 12.4523, 2.7351], [-17.7345, 11.7599, 1.7232], [-16.7539, 12.4193, 2.5966], [-16.8620, 13.2097, 3.7471], [-15.5944, 13.4678, 4.1859], [-14.7104, 12.8528, 3.3691], [-15.4005, 12.1929, 2.4403], [-14.7105, 11.2394, 0.9896], [-13.4059, 10.1432, 1.7375], [-12.6306, 10.4909, 2.7616], [-11.8316, 9.4211, 3.0459], [-12.1222, 8.4146, 2.1885], [-13.0877, 8.8769, 1.2914], [-13.7305, 8.2285, 0.1378], [-13.6628, 12.5755, 0.2194], [-12.8264, 13.3517, 0.9278], [-12.2989, 14.2634, 0.0707], [-12.8691, 14.0891, -1.1487], [-13.7428, 13.0182, -1.0856], [-14.5602, 12.3970, -2.1375], [-18.7536, 12.1094, 1.9466], [-17.6894, 10.6598, 1.8614], [-17.4719, 11.9868, 0.6659], [-17.8088, 13.5338, 4.1518], [-15.2554, 14.0724, 5.0088], [-11.1358, 9.4731, 3.8667], [-11.7130, 7.4245, 2.1256], [-14.6130, 7.6469, 0.4415], [-13.0239, 7.5281, -0.3267], [-14.0496, 8.9720, -0.6094], [-11.5739, 14.9762, 0.4256], [-12.7643, 14.6695, -2.0516], [-15.3713, 13.0806, -2.4747], [-15.0115, 11.4639, -1.7524], [-13.9286, 12.1458, -3.0139], [-11.0268, 17.7529, 2.9881], [-10.1463, 16.8559, 2.3951], [-10.2494, 15.4828, 2.5987], [-11.2273, 14.9888, 3.4312], [-12.2211, 15.8481, 3.8924], [-12.0872, 17.2227, 3.7328], [-11.0815, 13.1935, 3.9744], [-10.5186, 13.3242, 5.7778], [-10.6685, 12.2987, 6.6963], [-9.9585, 12.3258, 7.8981], [-9.0799, 13.3565, 8.1861], [-8.9422, 14.3993, 7.2755], [-9.6530, 14.3748, 6.0915], [-9.7201, 12.1465, 3.1068], [-8.7044, 11.6058, 3.8705], [-7.7273, 10.8074, 3.2887], [-7.7567, 10.5099, 1.9323], [-8.8048, 11.0205, 1.1805], [-9.7572, 11.8580, 1.7384], [-10.9255, 18.8301, 2.8459], [-9.3591, 17.2155, 1.7222], [-9.5700, 14.8152, 2.0463], [-13.1056, 15.4334, 4.3897], [-12.8391, 17.8668, 4.1857], [-11.3696, 11.4792, 6.5162], [-10.1144, 11.5305, 8.6214], [-8.5178, 13.3418, 9.1231], [-8.2537, 15.2322, 7.4671], [-9.5666, 15.2277, 5.4187], [-8.6212, 11.8117, 4.9362], [-6.9349, 10.4273, 3.9222], [-6.9656, 9.9268, 1.4595], [-8.8847, 10.7501, 0.1324], [-10.5171, 12.2882, 1.0867]],
  "lumo_energy_ev": [-6.778, -5.956],
  "homo_ev": [-13.6, -13.4],
  "charge": 2,
  "largest_force_ev_per_a": 3.0,
  "homo_lumo_gap_ev": [6.8, 7.4],
  "multiplicity": 5
}

---

No. 3
{
  "formula": "C25H42ClKN2O6P2",
  "method": "ωB97M-V/def2-TZVPD",
  "species": ["K", "C", "C", "C", "O", "P", "O", "C", "P", "O", "O", "C", "C", "C", "O", "C", "C", "C", "O", "C", "C", "C", "H", "H", "H", "H", "H", "H", "H", "H", "H", "H", "H", "H", "H", "H", "H", "H", "H", "H", "H", "H", "H", "H", "H", "H", "H", "H", "H", "H", "H", "H", "Cl", "C", "C", "C", "C", "C", "C", "C", "H", "H", "H", "H", "H", "H", "N", "C", "C", "C", "N", "C", "C", "H", "H", "H", "H", "H", "H"],
  "xyz": [[2.3775, -0.2216, -0.1423], [-4.0468, -1.2663, 0.8928], [-3.1593, -2.1275, 0.0062], [-3.4220, -3.6128, 0.2148], [-1.7981, -1.8380, 0.3574], [-0.6204, -1.6204, -0.6641], [0.6488, -1.5784, 0.0502], [-0.9906, -0.1260, -1.6598], [-0.5761, 1.2930, -0.6139], [0.8138, 1.3909, -0.1947], [-1.6264, 1.1134, 0.5834], [-1.4341, 2.0006, 1.7018], [-0.4313, 1.3986, 2.6690], [-2.7852, 2.2056, 2.3729], [-0.9625, 2.6493, -1.3534], [-2.0672, 3.0453, -2.1653], [-1.8450, 2.6285, -3.6163], [-3.4193, 2.5715, -1.6422], [-0.8701, -2.8637, -1.6441], [-0.1582, -3.2140, -2.8353], [-0.8654, -2.6329, -4.0579], [1.2967, -2.7975, -2.7891], [-5.0921, -1.3988, 0.6272], [-3.7744, -0.2202, 0.7872], [-3.9025, -1.5613, 1.9279], [-3.3242, -1.8742, -1.0482], [-3.1932, -3.8776, 1.2434], [-2.7856, -4.1964, -0.4441], [-4.4650, -3.8418, 0.0096], [-2.0250, -0.1366, -1.9894], [-0.3226, -0.0621, -2.5156], [-1.0589, 2.9584, 1.3147], [-0.7874, 0.4269, 2.9941], [-0.3029, 2.0440, 3.5327], [0.5251, 1.2712, 2.1760], [-3.1376, 1.2634, 2.7856], [-3.5234, 2.5776, 1.6672], [-2.6813, 2.9286, 3.1765], [-2.0351, 4.1420, -2.1028], [-2.0531, 1.5702, -3.7567], [-0.8123, 2.8206, -3.8920], [-2.4984, 3.2051, -4.2663], [-3.5272, 1.4906, -1.7260], [-4.2055, 3.0508, -2.2246], [-3.5380, 2.8545, -0.5988], [-0.2295, -4.3103, -2.8701], [-0.6873, -1.5621, -4.1364], [-1.9376, -2.8111, -4.0022], [-0.4818, -3.1107, -4.9561], [1.3821, -1.7147, -2.7467], [1.8139, -3.1528, -3.6762], [1.7809, -3.2160, -1.9131], [4.3763, -1.6068, -2.6485], [3.9641, 0.0665, -2.4362], [2.9575, 0.5732, -3.2157], [2.4775, 1.8585, -2.9971], [3.0722, 2.6173, -1.9819], [4.0621, 2.1067, -1.1978], [4.5357, 0.7567, -1.3218], [5.4016, 0.1890, -0.4228], [2.5737, -0.0239, -4.0372], [1.7151, 2.2782, -3.6401], [2.7434, 3.6373, -1.8289], [4.4806, 2.7082, -0.3986], [5.9221, 0.8274, 0.2774], [5.8851, -0.7546, -0.6401], [2.0907, -0.4251, 7.2733], [2.1487, -0.4921, 5.9096], [3.3030, -0.1011, 5.2222], [3.3531, -0.2705, 3.8530], [2.3600, -0.7714, 3.1307], [1.2642, -1.1401, 3.7806], [1.0992, -1.0165, 5.1474], [2.7950, 0.1118, 7.7481], [1.1955, -0.4941, 7.7244], [4.1405, 0.3105, 5.7659], [4.2369, 0.0057, 3.2940], [0.4832, -1.5609, 3.1621], [0.1880, -1.3415, 5.6299]],
  "lumo_energy_ev": 0.264,
  "homo_ev": -4.8,
  "charge": 0,
  "largest_force_ev_per_a": 3.1,
  "homo_lumo_gap_ev": 5.1
}